Record 1
Density functional theory data (wB97M-V/def2-TZVPD) for a molecular structure, C27H36IrN7O.

Each line ends with the Mulliken charge.
Atoms and positions in Å:
Ir 0.71 0.07 -0.31  4.162
C 0.29 0.32 4.24  -0.972
C 1.59 0.18 4.70  -0.652
C 2.62 0.16 3.78  -1.186
C 2.35 0.28 2.42  0.540
N 1.08 0.42 1.99  0.014
C 0.09 0.44 2.88  -0.355
C 3.40 0.26 1.39  0.936
C 4.76 0.19 1.71  -1.187
C 5.71 0.19 0.71  -0.624
C 5.29 0.25 -0.61  -1.039
C 3.93 0.30 -0.86  -0.124
N 3.01 0.32 0.10  0.298
H -0.55 0.35 4.92  0.492
H 1.80 0.10 5.76  0.476
H 3.64 0.04 4.13  0.441
H -0.91 0.58 2.47  0.543
H 5.08 0.14 2.74  0.434
H 6.76 0.15 0.95  0.480
H 5.99 0.27 -1.43  0.486
H 3.57 0.35 -1.87  0.224
N 1.00 -0.15 -2.70  -0.742
C 1.22 1.11 -3.44  -0.963
C 0.19 2.16 -3.01  0.827
C 0.79 3.43 -2.41  -1.240
C 1.54 3.21 -1.10  -0.546
N 0.71 2.49 -0.12  -0.665
H 1.73 -0.82 -2.91  0.261
H 0.13 -0.56 -3.03  0.275
H 1.16 0.94 -4.52  0.403
H 2.23 1.46 -3.22  0.330
H -0.44 1.68 -2.25  -0.722
H -0.45 2.43 -3.85  0.569
H -0.02 4.14 -2.24  0.443
H 1.47 3.89 -3.13  0.387
H 1.84 4.19 -0.71  0.510
H 2.45 2.64 -1.26  0.154
H -0.23 2.88 -0.13  0.168
H 1.08 2.66 0.81  0.286
N 0.85 -7.41 -0.23  -0.436
C 0.81 -6.27 -0.16  -0.235
C 0.76 -4.85 -0.11  0.428
C 1.74 -4.15 0.59  -0.873
C 1.64 -2.77 0.69  -0.209
C 0.61 -2.07 0.07  0.751
C -0.38 -2.80 -0.60  -0.334
C -0.30 -4.17 -0.71  -0.877
H 2.56 -4.68 1.05  0.503
H 2.40 -2.25 1.27  0.289
H -1.23 -2.30 -1.05  0.448
H -1.06 -4.73 -1.25  0.502
C -2.74 -1.48 1.53  -0.904
N -3.54 -0.61 0.70  0.275
C -4.98 -0.68 0.92  -0.631
C -5.71 -0.28 -0.34  -0.699
C -5.25 1.12 -0.71  -0.637
N -3.80 1.19 -0.74  0.175
C -3.26 2.30 -1.48  -1.023
C -2.97 0.35 -0.07  0.281
O -1.73 0.47 -0.18  -1.449
H -3.02 -2.52 1.35  0.383
H -2.92 -1.26 2.58  0.353
H -1.69 -1.34 1.29  -0.049
H -5.26 -0.02 1.75  0.309
H -5.23 -1.71 1.21  0.369
H -6.79 -0.29 -0.17  0.367
H -5.49 -0.98 -1.15  0.311
H -5.63 1.84 0.02  0.322
H -5.62 1.41 -1.69  0.373
H -3.55 2.24 -2.53  0.369
H -2.18 2.29 -1.39  0.056
H -3.64 3.24 -1.07  0.371

Orbital gap (eV): 6.864
Total charge: +2
HOMO level (hartree): -0.5053
Lowest unoccupied orbital energy (Ha): -0.2531


Record 2
Density functional theory data (wB97M-V/def2-TZVPD) for a single C5H10FOP molecule.

Each line ends with the Mulliken charge.
Atoms and positions in Å:
C 0.81 -1.64 -1.25  -0.907
C 0.19 -0.79 -0.38  0.469
O -1.06 -0.81 0.23  -0.266
C -1.40 -2.02 0.94  -0.743
P 1.11 0.40 0.46  -0.003
C 0.24 1.86 0.44  0.298
C -0.31 2.65 -0.72  -0.955
F 0.66 2.85 1.44  -0.330
H 0.20 -2.26 -1.76  0.368
H 1.82 -1.47 -1.47  0.264
H -2.49 -2.06 0.82  0.209
H -0.98 -1.94 1.91  0.292
H -0.91 -2.85 0.50  0.381
H 0.87 -0.39 1.71  0.046
H 2.58 -0.15 0.07  -0.004
H -0.41 2.05 -1.63  0.298
H -1.27 3.10 -0.33  0.246
H 0.34 3.46 -0.97  0.338

Orbital gap (eV): 7.665
ΔE to the lowest compared entry with this formula, charge and spin (kcal per mole): 138.1
Total charge: 0
HOMO level (hartree): -0.2632
Lowest unoccupied orbital energy (Ha): 0.0185


Record 3
Density functional theory data (wB97M-V/def2-TZVPD) for a single C6H6S2 molecule.

Each line ends with the Mulliken charge.
Atoms and positions in Å:
C -1.12 0.06 0.71  -0.563
C -0.25 0.83 0.10  0.382
C 1.00 -0.54 -0.85  -0.004
C 0.55 -1.65 -0.13  0.128
C -0.67 -1.39 0.75  -0.363
C 0.20 2.16 -0.32  -1.062
S 1.88 -0.13 -2.13  -0.262
S 1.18 -3.24 -0.15  -0.152
H -1.96 0.38 1.21  0.476
H -0.49 -1.71 1.79  0.286
H -1.38 -2.18 0.27  0.283
H 0.71 2.63 0.49  0.270
H -0.61 2.75 -0.61  0.331
H 0.95 2.03 -1.12  0.249

Orbital gap (eV): 6.190
ΔE to the lowest compared entry with this formula, charge and spin (kcal per mole): 64.7
Total charge: 0
HOMO level (hartree): -0.3095
Lowest unoccupied orbital energy (Ha): -0.0820


> Number 2 is which compound?

C5H10FOP


> Which value of HOMO level does entry 2 give?

-0.2632 hartree


Repeat the third record exactly.
Density functional theory data (wB97M-V/def2-TZVPD) for a single C6H6S2 molecule.

Each line ends with the Mulliken charge.
Atoms and positions in Å:
C -1.12 0.06 0.71  -0.563
C -0.25 0.83 0.10  0.382
C 1.00 -0.54 -0.85  -0.004
C 0.55 -1.65 -0.13  0.128
C -0.67 -1.39 0.75  -0.363
C 0.20 2.16 -0.32  -1.062
S 1.88 -0.13 -2.13  -0.262
S 1.18 -3.24 -0.15  -0.152
H -1.96 0.38 1.21  0.476
H -0.49 -1.71 1.79  0.286
H -1.38 -2.18 0.27  0.283
H 0.71 2.63 0.49  0.270
H -0.61 2.75 -0.61  0.331
H 0.95 2.03 -1.12  0.249

Orbital gap (eV): 6.190
ΔE to the lowest compared entry with this formula, charge and spin (kcal per mole): 64.7
Total charge: 0
HOMO level (hartree): -0.3095
Lowest unoccupied orbital energy (Ha): -0.0820


> Look up the HOMO level of the second one.

-0.2632 hartree